No. 1
This record from the Open Molecules 2025 dataset describes a molecular structure, C9H21CrF8N8O24S4 at a distorted geometry. The level of theory is ωB97M-V with the def2-TZVPD basis set.

ORCA input file:
```
! RIJCOSX wB97M-V def2-TZVPD def2/J DEFGRID3
* xyz -1 5
Cr 0.78 -0.67 -0.41
S 2.60 -2.81 1.68
S 2.23 -1.62 -3.32
S 0.91 -3.81 0.56
S -0.07 2.70 -0.69
F 0.13 -3.69 -0.84
F 1.07 3.47 -3.03
F 1.27 0.12 -5.18
F -1.01 3.23 -3.17
F 1.96 -1.75 -5.93
F -0.28 5.03 -2.22
F 2.70 -1.31 2.40
F 0.03 -1.68 -4.95
O 2.79 0.42 -0.15
O -3.99 1.03 0.56
O -1.22 -1.23 -1.06
O -3.32 0.82 -1.49
O -3.88 -0.96 -5.45
O 3.61 -1.15 -3.53
O 2.13 -3.09 -3.22
O -0.14 -4.18 1.51
O -0.35 -0.19 1.51
O -0.78 1.64 2.60
O -0.31 -2.90 4.95
O -3.59 0.74 -6.77
O 0.98 3.27 0.13
O 2.32 -3.51 2.87
O -2.82 -2.26 0.15
O 0.17 1.25 -0.91
O 1.46 -0.96 -2.27
O -1.35 2.90 -0.06
O 1.80 -4.89 0.15
O 3.91 -2.94 1.08
O 0.35 3.52 5.29
O 0.56 -0.93 4.57
O 3.89 1.52 1.34
O 1.11 1.74 6.23
N -0.94 0.44 2.40
N -3.87 1.46 -0.59
N 3.73 1.08 0.21
N -2.31 -1.90 -0.93
N -3.29 0.04 -5.82
N 0.47 -2.00 5.15
N 1.02 2.51 5.29
N 1.38 -2.32 0.53
C 1.98 2.31 4.18
C -4.27 2.87 -0.88
C -2.99 -2.22 -2.19
C 1.25 -1.23 -4.95
C 1.34 -2.11 6.36
C -0.10 3.67 -2.38
C 4.73 1.40 -0.86
C -2.27 0.64 -4.95
C -2.10 -0.25 3.06
H -1.49 1.10 -5.56
H 1.68 -1.13 6.71
H -3.75 -1.45 -2.22
H -2.79 1.39 -4.37
H -1.80 -0.19 -4.42
H -2.73 -0.83 2.38
H 2.59 1.43 4.37
H 4.80 0.54 -1.52
H 2.23 -2.66 6.06
H 1.40 2.05 3.29
H -2.69 0.58 3.46
H -2.18 -2.17 -2.92
H -3.35 -3.25 -2.14
H 4.34 2.22 -1.45
H -1.72 -0.83 3.90
H -4.09 3.50 0.00
H -5.29 2.91 -1.24
H -3.57 3.28 -1.60
H 5.68 1.64 -0.38
H 0.79 -2.57 7.18
H 2.55 3.20 3.91
*
```

**Orbital gap (alpha / beta)**: 0.288 / 0.329 hartree
**Energy above the lowest of the compared OMol25 structures with the same formula, charge and spin**: 0.0 kJ/mol
**⟨S²⟩**: 6.007
**Calculated total energy**: -164218.6566 eV

The computed Mulliken charges, all in e, follow:
1 Cr 0.35
2 S 0.57
3 S 1.07
4 S 0.72
5 S 1.22
6 F -0.29
7 F -0.22
8 F -0.25
9 F -0.16
10 F -0.21
11 F -0.22
12 F -0.26
13 F -0.19
14 O -0.06
15 O -0.56
16 O 0.36
17 O -0.38
18 O -0.56
19 O -0.69
20 O -0.71
21 O -0.57
22 O 0.35
23 O -0.56
24 O -0.52
25 O -0.57
26 O -0.70
27 O -0.48
28 O -0.56
29 O -0.36
30 O -0.44
31 O -0.67
32 O -0.59
33 O -0.58
34 O -0.59
35 O -0.24
36 O -0.50
37 O -0.57
38 N 1.00
39 N 0.98
40 N 0.76
41 N 0.71
42 N 0.91
43 N 0.78
44 N 1.04
45 N 0.22
46 C -0.49
47 C -0.86
48 C -0.74
49 C 0.56
50 C -0.87
51 C 0.37
52 C -0.90
53 C -0.07
54 C -0.74
55 H 0.30
56 H 0.26
57 H 0.29
58 H 0.17
59 H -0.19
60 H 0.18
61 H 0.25
62 H 0.31
63 H 0.31
64 H -0.05
65 H 0.43
66 H 0.13
67 H 0.32
68 H 0.26
69 H 0.06
70 H 0.31
71 H 0.32
72 H 0.22
73 H 0.33
74 H 0.32
75 H 0.40



No. 2
This record from the Open Molecules 2025 dataset describes a molecular structure, C14H16N5O3SW. The level of theory is ωB97M-V with the def2-TZVPD basis set.

ORCA input file:
```
! RIJCOSX wB97M-V def2-TZVPD def2/J DEFGRID3
* xyz 3 1
W 0.16 0.50 -1.22
S -1.73 -0.64 -1.63
O 1.00 -0.27 -2.87
O 1.31 -1.18 -0.97
O 0.27 0.87 0.59
N 1.59 1.09 2.46
N -0.24 4.21 -3.17
N -0.33 6.33 -4.44
N -0.18 2.13 -1.93
N -0.73 0.90 2.63
C -1.16 -2.24 -2.28
C 1.02 -1.39 -2.21
C -2.15 -3.18 -2.52
C -2.02 1.27 2.01
C -0.21 3.22 -2.57
C -0.80 0.39 4.01
C 0.18 -2.52 -2.62
C -1.80 -4.38 -3.12
C 2.82 0.63 1.80
C 0.39 0.94 1.96
C 1.79 1.75 3.77
C -0.48 -4.64 -3.47
C -0.29 5.34 -3.84
C 0.53 -3.71 -3.22
H 2.61 0.22 0.82
H -1.87 2.05 1.27
H -0.22 -5.58 -3.94
H 2.69 2.35 3.69
H -1.69 -0.23 4.09
H 3.52 1.46 1.71
H -2.56 -5.11 -3.33
H 1.91 1.02 4.57
H -0.86 1.19 4.74
H -2.66 1.67 2.79
H -2.51 0.40 1.58
H 3.28 -0.15 2.41
H 1.56 -3.92 -3.48
H 0.95 2.40 3.97
H -3.19 -2.98 -2.26
H 0.07 -0.24 4.22
*
```

**Orbital gap**: 0.209 hartree
**Energy above the lowest of the compared OMol25 structures with the same formula, charge and spin**: 0.0 kJ/mol
**Calculated total energy**: -41000.4665 eV

The computed Mulliken charges, all in e, follow:
1 W 1.33
2 S -0.22
3 O -0.32
4 O -0.38
5 O -0.64
6 N 0.04
7 N 0.01
8 N -0.14
9 N -0.78
10 N 0.09
11 C 0.61
12 C 0.95
13 C -0.57
14 C -1.08
15 C 0.76
16 C -1.12
17 C 0.58
18 C -0.66
19 C -0.77
20 C 0.77
21 C -1.09
22 C -0.55
23 C 0.48
24 C -0.59
25 H 0.18
26 H 0.42
27 H 0.45
28 H 0.39
29 H 0.44
30 H 0.33
31 H 0.45
32 H 0.39
33 H 0.38
34 H 0.44
35 H 0.30
36 H 0.37
37 H 0.50
38 H 0.40
39 H 0.47
40 H 0.41



No. 3
This record from the Open Molecules 2025 dataset describes a molecular structure, C24H36N2PrSi at a distorted geometry. The level of theory is ωB97M-V with the def2-TZVPD basis set.

ORCA input file:
```
! RIJCOSX wB97M-V def2-TZVPD def2/J DEFGRID3
* xyz 1 3
Pr -0.81 0.72 0.53
Si 1.69 -0.41 -0.35
N -3.15 2.66 0.96
N -1.86 1.96 -1.45
C 4.14 -0.53 1.26
C 4.00 -2.13 -0.53
C -4.16 2.78 2.01
C 1.11 -3.50 -2.86
C -3.30 -0.32 1.56
C -2.54 0.69 -1.78
C -2.00 3.51 1.30
C 1.85 -3.21 -4.03
C 5.06 -2.85 0.02
C 1.56 -1.27 -2.00
C -1.37 -0.56 2.82
C 2.31 -0.98 -3.15
C 2.30 -1.75 3.58
C 5.20 -1.26 1.82
C 3.38 -1.08 0.20
C 2.44 -1.94 -4.16
C -0.79 2.23 -2.42
C -3.80 3.04 -0.32
C 0.94 -2.52 -1.88
C -2.48 -1.30 0.91
C 5.61 -2.47 1.24
C -2.84 3.08 -1.49
C -1.30 -1.48 1.71
C -2.61 0.14 2.73
H -2.27 4.59 1.31
H -0.42 3.25 -2.24
H -0.49 -2.20 1.55
H -0.66 -0.46 3.65
H -3.72 2.63 2.99
H -4.64 3.78 1.99
H 0.69 -4.50 -2.71
H -1.82 -0.16 -1.76
H -1.66 3.25 2.31
H -1.17 2.18 -3.46
H -3.03 0.77 3.50
H 1.99 -3.98 -4.79
H 3.89 0.47 1.62
H -4.94 2.03 1.85
H 1.89 -1.86 4.59
H 6.42 -3.04 1.70
H -3.38 0.51 -1.09
H 2.03 -2.62 2.97
H 2.13 0.97 -0.73
H 0.42 -2.76 -0.94
H 3.02 -1.71 -5.05
H -2.96 0.73 -2.81
H -4.33 -0.08 1.31
H -4.28 4.03 -0.21
H -3.42 3.04 -2.42
H -2.80 -1.90 0.05
H 3.40 -1.71 3.69
H -1.16 3.39 0.59
H 3.65 -2.35 -1.53
H 5.47 -3.71 -0.52
H -2.28 4.02 -1.49
H 5.70 -0.87 2.71
H 2.83 -0.02 -3.21
H 1.91 -0.82 3.13
H -4.59 2.31 -0.50
H 0.04 1.51 -2.30
*
```

**Orbital gap (alpha / beta)**: 0.251 / 0.253 hartree
**Energy above the lowest of the compared OMol25 structures with the same formula, charge and spin**: 0.0 kJ/mol
**⟨S²⟩**: 2.013
**Calculated total energy**: -50390.5832 eV

The computed Mulliken charges, all in e, follow:
1 Pr 0.64
2 Si 0.08
3 N 0.66
4 N 0.63
5 C -0.68
6 C -0.16
7 C -1.40
8 C -0.61
9 C -0.05
10 C -1.06
11 C -1.39
12 C -0.45
13 C -0.57
14 C 0.75
15 C -0.82
16 C -0.41
17 C -0.77
18 C -0.51
19 C 0.50
20 C -0.47
21 C -0.91
22 C -1.12
23 C -0.35
24 C -1.12
25 C -0.48
26 C -0.97
27 C -0.32
28 C -0.66
29 H 0.35
30 H 0.33
31 H 0.76
32 H 0.52
33 H 0.39
34 H 0.45
35 H 0.40
36 H 0.31
37 H 0.42
38 H 0.38
39 H 0.62
40 H 0.38
41 H 0.33
42 H 0.34
43 H 0.36
44 H 0.40
45 H 0.27
46 H 0.23
47 H -0.25
48 H 0.22
49 H 0.37
50 H 0.43
51 H 0.50
52 H 0.44
53 H 0.38
54 H 0.55
55 H 0.25
56 H 0.45
57 H 0.18
58 H 0.38
59 H 0.42
60 H 0.43
61 H 0.36
62 H -0.04
63 H 0.46
64 H 0.21



No. 4
This record from the Open Molecules 2025 dataset describes a molecular structure, H28HeO14. The level of theory is ωB97M-V with the def2-TZVPD basis set.

ORCA input file:
```
! RIJCOSX wB97M-V def2-TZVPD def2/J DEFGRID3
* xyz 0 1
O 2.55 -1.02 -3.60
O 0.99 2.17 2.41
O 2.46 0.07 -0.86
O 1.92 -0.21 1.94
O -0.82 3.61 1.09
O -0.79 0.95 -3.55
O -2.45 0.31 1.60
O -0.80 0.71 4.19
O 2.60 -3.40 -1.02
O 1.55 2.37 -2.14
O -3.16 -2.40 1.79
O -0.06 -2.10 1.15
O -0.39 -2.82 -1.51
O -2.85 0.74 -1.51
He -0.20 -0.03 -0.05
H 1.93 0.74 2.07
H 1.83 -2.84 -0.94
H 0.89 1.85 -2.60
H 2.12 -1.00 -2.75
H 2.28 -4.20 -1.44
H -2.73 0.44 -0.61
H 0.43 -1.31 1.39
H -3.39 0.19 1.77
H 1.60 2.74 2.87
H -2.99 -0.06 -2.02
H -0.13 -2.07 0.20
H 2.75 -0.51 2.30
H -0.91 3.62 0.13
H -3.33 -2.03 2.66
H -2.27 1.20 1.90
H -0.23 1.05 3.50
H 2.16 0.94 -1.13
H -0.76 -2.68 -2.39
H -0.33 4.41 1.29
H 1.04 3.04 -1.68
H -1.15 0.35 -4.20
H 0.56 2.74 1.77
H 3.47 -0.86 -3.41
H -2.40 -1.92 1.47
H -1.04 -0.17 3.89
H 2.28 0.04 0.08
H -0.81 -3.62 -1.20
H -1.42 0.95 -2.84
*
```

**Orbital gap**: 0.358 hartree
**Energy above the lowest of the compared OMol25 structures with the same formula, charge and spin**: 102.1 kJ/mol
**Calculated total energy**: -29199.1952 eV

The computed Mulliken charges, all in e, follow:
1 O -0.64
2 O -0.69
3 O -0.56
4 O -0.61
5 O -0.68
6 O -0.62
7 O -0.50
8 O -0.65
9 O -0.62
10 O -0.67
11 O -0.67
12 O -0.62
13 O -0.59
14 O -0.71
15 He 0.01
16 H 0.40
17 H 0.34
18 H 0.34
19 H 0.30
20 H 0.29
21 H 0.33
22 H 0.35
23 H 0.31
24 H 0.30
25 H 0.31
26 H 0.34
27 H 0.26
28 H 0.31
29 H 0.29
30 H 0.21
31 H 0.34
32 H 0.38
33 H 0.23
34 H 0.32
35 H 0.28
36 H 0.27
37 H 0.32
38 H 0.32
39 H 0.36
40 H 0.34
41 H 0.28
42 H 0.29
43 H 0.40